(one)
{"formula": "C4H9O", "method": "the ωB97M-V functional and the def2-TZVPD basis", "lumo_ha": [0.1243, 0.1243], "total_charge": -1, "homo_lumo_gap_ha": [0.153, 0.153], "elements": ["O", "C", "C", "C", "C", "H", "H", "H", "H", "H", "H", "H", "H", "H"], "coordinates": [[-2.39997, 0.49863, -0.01072], [-1.21632, 0.64084, -0.77511], [-0.11913, -0.20147, -0.14133], [1.21149, -0.05003, -0.82808], [1.84436, -1.07243, -1.46165], [-3.08579, 1.05944, -0.38147], [-0.89978, 1.69860, -0.81337], [-1.38079, 0.31728, -1.81797], [-0.42515, -1.25898, -0.13992], [-0.02091, 0.10497, 0.91381], [1.46532, 0.97298, -1.13790], [1.29333, -1.98755, -1.70694], [2.72302, -0.86141, -2.07949], [2.52461, 0.95835, 0.68931]]}

=====

(two)
{"formula": "C4H9O", "method": "the ωB97M-V functional and the def2-TZVPD basis", "lumo_ha": 0.1567, "total_charge": -1, "smiles": "CCCC[O-]", "homo_lumo_gap_ha": 0.233, "elements": ["C", "C", "C", "C", "O", "H", "H", "H", "H", "H", "H", "H", "H", "H"], "coordinates": [[-2.16914, -0.34703, -0.30601], [-0.93734, 0.34125, 0.25745], [0.22652, 0.49932, -0.69719], [1.52685, -0.24057, -0.17725], [1.69762, -0.21902, 1.14453], [-2.97449, -0.38705, 0.43303], [-1.96065, -1.34366, -0.71264], [-2.52058, 0.18519, -1.19056], [-1.29131, 1.28707, 0.70722], [-0.60542, -0.14831, 1.17795], [-0.06847, 0.01051, -1.64689], [0.42616, 1.53257, -1.00829], [2.35940, 0.23645, -0.77820], [1.46777, -1.27753, -0.62500]]}

=====

(three)
{"formula": "C4H9O", "method": "the ωB97M-V functional and the def2-TZVPD basis", "lumo_ha": 0.1650, "total_charge": -1, "homo_lumo_gap_ha": 0.247, "elements": ["C", "O", "H", "H", "H", "C", "C", "C", "H", "H", "H", "H", "H", "H"], "coordinates": [[-0.06258, -2.47348, -1.36798], [0.54271, -1.42569, -0.70132], [0.65754, -2.98510, -2.06357], [-0.41811, -3.27247, -0.66618], [-0.97928, -2.15555, -1.92620], [-0.46673, 0.89020, -0.10011], [0.44662, 1.66771, 0.66671], [0.30635, 1.97817, 2.00940], [0.05300, -0.37139, -0.34995], [-1.43421, 0.67457, 0.41167], [-0.57479, 1.24479, -1.14739], [1.36843, 2.01459, 0.15615], [1.06204, 2.64735, 2.49556], [-0.50101, 1.56631, 2.58322]]}

=====

(four)
{"formula": "C4H9O", "method": "the ωB97M-V functional and the def2-TZVPD basis", "lumo_ha": 0.1307, "total_charge": -1, "homo_lumo_gap_ha": 0.200, "elements": ["C", "O", "H", "H", "H", "C", "C", "C", "H", "H", "H", "H", "H", "H"], "coordinates": [[0.21491, -0.41448, 2.23054], [0.20413, -0.18782, 3.53681], [0.27749, -1.49913, 1.90722], [-0.66376, -0.01371, 1.64136], [1.07983, 0.05232, 1.65082], [-0.51599, 0.80629, -2.93734], [0.03282, 0.48950, -1.57725], [0.17224, -0.72854, -1.08410], [0.23910, 1.28492, -3.56603], [-0.89193, -0.08462, -3.44187], [-1.35589, 1.50227, -2.86165], [0.28750, 1.33097, -0.94084], [0.54383, -0.88736, -0.07487], [-0.10001, -1.62078, -1.64017]]}

=====

Of them, the most stable is (two) and the least stable is (one).

=====

(one)
{"formula": "C6H6N2", "method": "the ωB97M-V functional and the def2-TZVPD basis", "lumo_ha": 0.0105, "total_charge": 0, "smiles": "C#C[C@@H]1NN=CC1=C", "homo_lumo_gap_ha": 0.328, "elements": ["C", "C", "C", "N", "N", "C", "C", "C", "H", "H", "H", "H", "H", "H"], "coordinates": [[3.13425, -0.09135, -0.30612], [1.84593, -0.03866, -0.08382], [0.27804, -0.32053, 0.36299], [-0.04237, -1.70620, 0.08802], [-1.37640, -1.56864, -0.21124], [-1.88943, -0.44867, -0.37591], [-0.95624, 0.57682, -0.03121], [-0.89147, 2.00286, 0.08094], [4.17453, -0.15574, -0.95138], [0.44817, -0.15933, 1.40722], [0.06100, -2.35437, 1.03895], [-2.86978, -0.51771, -0.95970], [0.11280, 2.45611, 0.23698], [-2.02904, 2.32539, -0.29572]]}

=====

(two)
{"formula": "C6H6N2", "method": "the ωB97M-V functional and the def2-TZVPD basis", "lumo_ha": 0.0242, "total_charge": 0, "homo_lumo_gap_ha": 0.376, "elements": ["C", "C", "C", "C", "C", "C", "H", "H", "H", "H", "H", "H", "N", "N"], "coordinates": [[-1.66463, 0.16106, -0.46112], [-0.31350, 0.29833, -0.87048], [0.27626, -0.96646, -0.07560], [0.45946, 1.01299, 0.36148], [1.83386, 0.54155, -0.17337], [1.80213, -0.82439, -0.24514], [-0.14542, 1.00171, -1.95051], [-0.21814, -1.92099, -0.28448], [-1.01836, 0.00720, 1.18027], [0.34871, 2.10216, 0.59058], [2.77778, 1.29513, -0.00729], [2.71777, -1.36554, -0.53268], [-2.72289, -0.16230, 0.03981], [0.03377, -0.18886, 1.35868]]}

=====

Of them, the most stable is (two) and the least stable is (one).

=====

(one)
{"formula": "C6H6N2", "method": "the ωB97M-V functional and the def2-TZVPD basis", "lumo_ha": -0.0019, "total_charge": 0, "smiles": "C#CC(C#C)=NNC", "homo_lumo_gap_ha": 0.327, "elements": ["C", "C", "C", "C", "C", "N", "N", "C", "H", "H", "H", "H", "H", "H"], "coordinates": [[3.60159, -1.03038, -0.10466], [2.45845, -0.60457, 0.13728], [1.01131, -0.14017, 0.30787], [0.67668, 1.34051, 0.11381], [0.67373, 2.55335, -0.03939], [-0.02108, -0.93549, 0.21768], [-1.08230, -0.28082, -0.46560], [-2.41459, -0.88496, 0.08115], [4.56396, -1.47141, -0.62257], [0.20889, 3.64829, 0.12886], [-1.15042, 0.64334, -0.33637], [-3.27026, -0.16787, -0.45336], [-2.50074, -1.96391, -0.16219], [-2.75522, -0.70591, 1.19749]]}

=====

(two)
{"formula": "C6H6N2", "method": "the ωB97M-V functional and the def2-TZVPD basis", "lumo_ha": [-0.0079, 0.0040], "total_charge": 0, "homo_lumo_gap_ha": [0.304, 0.269], "elements": ["C", "C", "C", "C", "C", "C", "N", "N", "H", "H", "H", "H", "H", "H"], "coordinates": [[1.63451, -1.06332, 0.03688], [-1.64050, -1.01621, 0.07597], [2.32416, 0.10015, 0.23851], [0.29903, -0.71134, -0.01611], [0.17920, 0.67994, 0.07652], [-2.02225, 0.42071, 0.13416], [-0.88201, 1.39568, 0.03234], [1.52103, 1.13790, -0.00767], [2.06745, -2.16518, 0.18964], [-1.89828, -1.87998, -0.52507], [3.36854, 0.38028, 0.40086], [-2.59616, 0.64151, -0.75889], [-2.34148, 0.52612, 1.19631], [1.73894, 2.12419, 0.20151]]}

=====

Of them, the most stable is (two) and the least stable is (one).

=====

(one)
{"formula": "C5H12NO2", "method": "the ωB97M-V functional and the def2-TZVPD basis", "lumo_ha": 0.1279, "total_charge": -1, "homo_lumo_gap_ha": 0.223, "elements": ["C", "O", "C", "C", "C", "C", "N", "H", "H", "H", "H", "H", "H", "H", "H", "H", "H", "H", "H", "O"], "coordinates": [[1.19140, -1.57432, 0.47831], [1.88677, -2.50357, 1.10282], [0.76252, -0.26562, 1.24970], [-0.30900, 0.44219, 0.44179], [-0.82708, 1.76590, 1.00986], [-2.16017, 2.28196, -0.82285], [-1.33405, 2.72453, 0.01451], [1.75643, -1.08048, -0.39633], [0.27278, -1.97593, -0.05490], [1.67270, 0.33739, 1.28878], [0.41109, -0.48559, 2.26444], [-1.17779, -0.21791, 0.34806], [0.01927, 0.60398, -0.59382], [-0.15007, 2.31311, 1.67214], [-1.60558, 1.52826, 1.75050], [-2.44338, 2.89294, -1.67407], [-2.59234, 1.28237, -0.83897], [0.77103, -2.86657, -2.23349], [0.64924, -1.37558, -2.03461], [0.68349, -2.04543, -2.72776]]}

=====

(two)
{"formula": "C5H12NO2", "method": "the ωB97M-V functional and the def2-TZVPD basis", "lumo_ha": 0.1221, "total_charge": -1, "smiles": "[O-]CNCCCCO", "homo_lumo_gap_ha": 0.216, "elements": ["O", "C", "N", "C", "C", "C", "C", "O", "H", "H", "H", "H", "H", "H", "H", "H", "H", "H", "H", "H"], "coordinates": [[2.81513, -1.28150, 2.51621], [1.51858, -1.28118, 2.55042], [0.92474, -0.32604, 1.48404], [0.66018, -0.76856, 0.12819], [-0.12034, 0.39812, -0.55663], [-1.53718, 0.09510, -1.14305], [-1.95516, 0.75942, -2.42824], [-2.02304, 2.22062, -2.24632], [0.92957, -2.26486, 2.23561], [1.11036, -0.98370, 3.52612], [1.48158, 0.55616, 1.52343], [0.23232, -1.76320, 0.05793], [1.49634, -0.86698, -0.55578], [-0.28385, 1.27335, 0.03214], [0.50192, 0.56027, -1.44962], [-1.32734, -0.96821, -1.37986], [-2.45384, -0.04135, -0.58261], [-2.94076, 0.56238, -2.90625], [-1.15411, 0.57234, -3.18662], [-1.43616, 2.32135, -1.47047]]}

=====

(three)
{"formula": "C5H12NO2", "method": "the ωB97M-V functional and the def2-TZVPD basis", "lumo_ha": 0.1368, "total_charge": -1, "smiles": "C[C@@H](CC[O-])NCO", "homo_lumo_gap_ha": 0.225, "elements": ["C", "C", "C", "C", "O", "N", "C", "O", "H", "H", "H", "H", "H", "H", "H", "H", "H", "H", "H", "H"], "coordinates": [[0.09267, 2.11180, -0.75477], [-0.20955, 0.62070, -0.66012], [0.78298, -0.08884, 0.26107], [2.22200, -0.17609, -0.30732], [3.12550, -0.73204, 0.49263], [-1.63937, 0.44118, -0.27724], [-2.06953, -0.89661, -0.07451], [-2.00074, -1.37290, 1.26085], [0.63772, 2.32690, -1.65582], [-0.79782, 2.74322, -0.80188], [0.78615, 2.40240, 0.03447], [-0.14361, 0.17979, -1.63400], [0.76360, 0.39043, 1.25469], [0.48464, -1.12334, 0.48628], [2.48996, 0.86359, -0.66386], [2.05414, -0.70351, -1.30630], [-1.86132, 1.03686, 0.51138], [-1.52183, -1.53520, -0.76640], [-3.12311, -0.99149, -0.36286], [-1.06131, -1.46270, 1.49507]]}

=====

Of them, the most stable is (three) and the least stable is (two).

=====

(one)
{"formula": "C4H9N3S", "method": "the ωB97M-V functional and the def2-TZVPD basis", "lumo_ha": 0.0296, "total_charge": 0, "smiles": "CNN1CCNC1=S", "homo_lumo_gap_ha": 0.339, "elements": ["C", "N", "N", "C", "C", "N", "C", "S", "H", "H", "H", "H", "H", "H", "H", "H", "H"], "coordinates": [[1.63356, -1.51171, -1.09894], [1.14780, -0.13623, -1.12152], [0.13862, 0.05803, -0.18149], [0.34701, 1.00998, 0.89047], [-1.00858, 0.97690, 1.60494], [-1.88047, 0.63342, 0.47879], [-1.19083, -0.02303, -0.50340], [-1.83840, -0.74208, -1.84993], [0.82143, -2.26376, -1.22779], [2.37045, -1.59461, -1.88239], [2.12521, -1.71566, -0.12738], [0.71845, 0.04228, -2.02818], [1.19564, 0.68535, 1.54863], [0.58978, 2.01592, 0.49874], [-1.02294, 0.19665, 2.38349], [-1.27228, 1.94770, 2.04017], [-2.87444, 0.42085, 0.57578]]}

=====

(two)
{"formula": "C4H9N3S", "method": "the ωB97M-V functional and the def2-TZVPD basis", "lumo_ha": -0.0151, "total_charge": 0, "smiles": "[H]/N=C(/N)N[C@@H](C)C=S", "homo_lumo_gap_ha": 0.311, "elements": ["H", "N", "C", "N", "N", "C", "C", "C", "S", "H", "H", "H", "H", "H", "H", "H", "H"], "coordinates": [[0.32436, 0.92234, -1.27298], [-0.42639, 0.20245, -1.66802], [-1.04717, -0.55133, -0.75185], [-2.06500, -1.56728, -1.34207], [-0.80958, -0.47212, 0.55474], [0.41911, 0.33566, 0.86284], [1.71612, -0.50467, 0.76319], [0.38383, 1.78426, 0.40234], [1.82996, 2.42014, -0.05339], [-2.99690, -1.26250, -0.73751], [-2.07003, -0.91721, -2.40837], [-1.15765, -1.22960, 1.14906], [0.67010, 0.84451, 1.99391], [2.72187, -0.10849, 1.07373], [1.54807, -1.19049, 1.46717], [1.65398, -0.88392, -0.30013], [-0.69467, 2.17825, 0.26733]]}

=====

Of them, the most stable is (one) and the least stable is (two).

=====

(one)
{"formula": "C4H2F2O", "method": "the ωB97M-V functional and the def2-TZVPD basis", "lumo_ha": 0.0334, "total_charge": 0, "smiles": "Fc1ccc(F)o1", "homo_lumo_gap_ha": 0.369, "elements": ["F", "C", "C", "C", "C", "F", "O", "H", "H"], "coordinates": [[-2.24863, -0.69346, -0.01848], [-1.08767, -0.04348, -0.05586], [-0.77017, 1.25636, -0.01558], [0.69892, 1.28816, 0.07244], [1.09772, 0.01501, 0.05358], [2.23082, -0.66706, -0.07638], [0.07799, -0.88523, 0.08953], [-1.41710, 2.06538, -0.09544], [1.32068, 2.16480, -0.09447]]}

=====

(two)
{"formula": "C4H2F2O", "method": "the ωB97M-V functional and the def2-TZVPD basis", "lumo_ha": [-0.0723, -0.0723], "total_charge": 0, "homo_lumo_gap_ha": [0.326, 0.326], "elements": ["C", "C", "C", "C", "O", "F", "F", "H", "H"], "coordinates": [[0.32684, -0.74311, -3.50403], [0.45611, -0.70038, -2.22180], [0.49326, -0.44187, -0.82993], [0.26534, -1.77144, -1.22181], [-1.25788, 0.33226, -0.21510], [-0.96058, -2.39946, -1.23123], [1.09658, -2.80852, -1.18837], [0.99151, 0.19325, -0.15772], [-1.92400, -0.25915, -0.78749]]}

=====

Of them, the most stable is (one) and the least stable is (two).

=====

(one)
{"formula": "C4H2F2O", "method": "the ωB97M-V functional and the def2-TZVPD basis", "lumo_ha": 0.0009, "total_charge": 0, "homo_lumo_gap_ha": 0.317, "elements": ["C", "C", "C", "C", "O", "F", "F", "H", "H"], "coordinates": [[0.39746, 1.10625, -1.20632], [-0.62885, 0.44090, -0.73265], [-1.45833, -0.41612, -0.15042], [0.95348, 0.56902, -0.03499], [1.85231, -0.33250, -0.08810], [-2.46440, -0.18647, 0.60163], [0.79622, 1.21103, 1.25057], [-1.44266, -1.50063, -0.30864], [1.99478, -0.89148, 0.66892]]}

=====

(two)
{"formula": "C4H2F2O", "method": "the ωB97M-V functional and the def2-TZVPD basis", "lumo_ha": [-0.0980, -0.0983], "total_charge": 0, "homo_lumo_gap_ha": [0.247, 0.251], "elements": ["C", "C", "C", "C", "O", "F", "F", "H", "H"], "coordinates": [[0.39791, 3.44377, 0.11037], [0.42747, 2.27296, -0.15080], [0.46607, -0.20852, -0.62880], [-0.31248, -1.07650, 0.10192], [-0.56146, -0.93285, 1.37095], [0.75481, -0.32032, -1.90649], [-0.81695, -2.20224, -0.43399], [0.65017, 0.71986, -0.18166], [-1.00552, -1.69616, 1.71851]]}

=====

Of them, the most stable is (one) and the least stable is (two).

=====

(one)
{"formula": "C5H11N2O", "method": "the ωB97M-V functional and the def2-TZVPD basis", "lumo_ha": [-0.0011, -0.0715], "total_charge": 0, "homo_lumo_gap_ha": [0.302, 0.232], "spin_multiplicity": 2, "elements": ["C", "O", "C", "C", "C", "C", "N", "N", "H", "H", "H", "H", "H", "H", "H", "H", "H", "H", "H"], "coordinates": [[2.48652, -0.06686, -0.46153], [3.37387, 0.11112, 0.54772], [1.02354, -0.27132, 0.05539], [-0.12464, -0.30396, -0.95252], [-1.44595, -0.79888, -0.57020], [-2.44527, 0.27928, -0.24628], [-3.72879, 0.25593, 0.56048], [0.77967, 0.75087, 1.04288], [2.73733, -0.94106, -1.12690], [2.44564, 0.83074, -1.19534], [1.00195, -1.34596, 0.52965], [0.42897, -0.75047, -1.82976], [-0.09493, 0.78053, -1.16803], [-1.92086, -1.63706, -1.04179], [-2.19064, 1.32187, -0.34364], [-3.58856, 0.06563, -0.60551], [-3.80062, -0.64362, 1.08330], [1.65590, 0.81365, 1.50887], [0.01347, 0.53955, 1.63469]]}

=====

(two)
{"formula": "C5H11N2O", "method": "the ωB97M-V functional and the def2-TZVPD basis", "lumo_ha": [-0.0203, -0.0704], "total_charge": 0, "homo_lumo_gap_ha": [0.289, 0.238], "spin_multiplicity": 2, "elements": ["C", "O", "C", "C", "C", "C", "N", "N", "H", "H", "H", "H", "H", "H", "H", "H", "H", "H", "H"], "coordinates": [[2.65396, 0.07811, -0.43300], [3.51971, -0.05126, 0.55850], [1.20850, -0.25184, 0.07922], [-0.01129, -0.26197, -0.82536], [-1.31968, -0.70191, -0.23760], [-2.23243, 0.38751, -0.27210], [-3.33039, 0.66720, 0.87913], [0.89001, 0.53443, 1.21176], [2.89122, -0.67206, -1.22422], [2.62926, 1.13467, -0.85466], [1.33811, -1.31271, 0.32990], [0.35605, -0.78928, -1.80419], [-0.10435, 0.83831, -1.16264], [-1.84934, -1.64684, -0.36879], [-2.07190, 1.03626, -1.06832], [-3.41495, 0.10012, -0.16230], [-2.95719, 0.60145, 1.80477], [1.65758, 0.10292, 1.79719], [0.14712, 0.20690, 1.75271]]}

=====

Of them, the most stable is (one) and the least stable is (two).